This record from the OMol25 dataset describes 23 unconnected molecules or ions with the total composition C11H58O26PS2. The level of theory is wB97M-V/def2-TZVPD.

- charge = -1
- HOMO level (eV) = -4.82
- spin multiplicity = 1
- orbital gap (eV) = 6.29
- LUMO (eV) = 1.47

CARTESIAN COORDINATES (ANGSTROEM)
C 1.037 -5.803 0.224
C 0.256 -4.418 0.012
S 0.523 -3.615 -1.638
C 1.561 -2.057 -1.457
C 0.658 -0.770 -0.991
O -0.512 -1.369 -0.339
C -1.626 -0.508 -0.313
O -1.531 0.723 -0.546
C -3.081 -1.083 0.080
C -3.390 -1.546 1.534
C -4.850 -2.040 1.805
C -5.939 -2.072 0.696
C -5.559 -1.637 -0.754
C -4.129 -1.141 -1.065
P 1.579 0.179 0.364
O 1.114 1.842 0.431
O 1.425 -0.571 1.929
S 3.522 0.212 -0.006
H 0.806 -6.491 -0.655
H 2.141 -5.556 0.357
H 0.614 -6.269 1.195
H 0.632 -3.668 0.811
H -0.879 -4.503 0.198
H 2.355 -2.296 -0.670
H 2.032 -1.758 -2.467
H -2.597 -1.525 2.349
H -5.154 -2.378 2.847
H -7.012 -2.419 0.904
H -6.305 -1.645 -1.627
H -3.810 -0.814 -2.106
H 0.821 2.088 1.337
H 0.980 0.046 2.559
O 1.706 4.323 1.884
H 1.981 3.808 1.110
H 1.580 5.217 1.537
O 0.910 7.442 2.367
H 0.040 7.695 2.031
H 0.753 7.257 3.302
O 2.088 1.444 -3.533
H 1.218 1.699 -3.867
H 1.933 1.263 -2.596
O 6.567 1.162 2.012
H 5.773 0.936 1.506
H 7.244 1.291 1.337
O -0.984 -4.498 -4.652
H -0.808 -4.149 -3.767
H -0.179 -4.980 -4.876
O 2.073 1.461 -6.770
H 1.839 0.567 -7.046
H 2.237 1.375 -5.820
O 2.769 3.876 -1.917
H 3.386 3.651 -2.623
H 2.718 3.070 -1.386
O 7.436 -0.390 -0.726
H 7.420 -1.354 -0.736
H 6.504 -0.142 -0.658
O -5.762 -5.274 -0.470
H -5.483 -5.777 -1.245
H -5.905 -4.379 -0.811
O -0.618 -1.099 -4.887
H -0.849 -1.996 -5.163
H -0.458 -1.180 -3.936
O 4.364 3.282 0.634
H 3.852 3.688 1.345
H 5.146 3.843 0.560
O 4.080 3.701 4.364
H 4.926 3.938 3.963
H 3.423 4.015 3.726
O 4.493 3.559 7.210
H 4.205 3.471 6.287
H 3.696 3.836 7.677
O -8.404 -4.352 -0.563
H -9.070 -4.881 -1.017
H -7.789 -5.008 -0.202
O 0.048 -1.701 4.379
H 0.670 -1.927 3.673
H -0.008 -2.505 4.909
O 4.817 -2.895 1.756
H 4.093 -3.428 2.104
H 4.432 -2.013 1.658
O -6.710 1.162 1.798
H -6.840 1.936 1.237
H -6.385 0.484 1.188
O -2.972 -4.097 -6.844
H -3.203 -4.991 -7.122
H -2.810 -4.182 -5.895
O 3.039 8.740 4.320
H 2.366 8.220 3.863
H 3.638 8.076 4.687
O 5.484 8.768 2.692
H 5.196 8.681 1.776
H 4.685 9.047 3.164
O -6.101 2.916 4.249
H -6.255 2.510 3.383
H -6.723 3.653 4.275
O -5.199 -5.301 -7.775
H -4.842 -4.561 -8.283
H -6.151 -5.146 -7.773


This record from the OMol25 dataset describes a molecular structure, C5H11MgO4Y. The level of theory is wB97M-V/def2-TZVPD.

- charge = +1
- HOMO level (spin up / spin down) (eV) = -10.23 / -10.22
- spin multiplicity = 2
- orbital gap (spin up / spin down) (eV) = 5.95 / 5.30
- relative energy (zero: lowest compared OMol25 entry of this formula, charge and spin) (kcal per mole) = 0.0
- LUMO (spin up / spin down) (eV) = -4.28 / -4.93

CARTESIAN COORDINATES (ANGSTROEM)
O -2.023 0.392 0.420
C -1.655 0.977 1.634
C -0.354 1.769 1.570
O 0.793 1.007 1.280
C 1.159 0.869 -0.118
C 1.873 -0.443 -0.282
O 0.864 -1.445 -0.597
C 1.331 -2.746 -0.869
Mg -0.658 -0.084 -0.936
H -1.552 0.191 2.407
H -2.443 1.665 1.996
H -0.190 2.244 2.551
H -0.457 2.577 0.823
H 1.837 1.692 -0.396
H 2.401 -0.796 0.622
H 2.581 -0.404 -1.125
H 0.465 -3.363 -1.134
H 2.044 -2.737 -1.709
H 1.826 -3.160 0.023
Y -3.864 0.367 -0.952
O -2.053 0.423 -2.200
H -1.926 1.004 -3.006


This record from the OMol25 dataset describes a molecular structure, C3H4LiO3V. The level of theory is wB97M-V/def2-TZVPD.

- charge = +1
- HOMO level (spin up / spin down) (eV) = -13.94 / -14.01
- spin multiplicity = 4
- orbital gap (spin up / spin down) (eV) = 8.87 / 8.97
- relative energy (zero: lowest compared OMol25 entry of this formula, charge and spin) (kcal per mole) = 34.1
- LUMO (spin up / spin down) (eV) = -5.07 / -5.03

CARTESIAN COORDINATES (ANGSTROEM)
O 1.713 0.507 -0.558
C 0.528 0.502 -1.080
C -0.042 -0.786 -1.407
H 0.174 1.554 -1.054
H -0.880 1.596 0.928
H 0.718 -1.585 -1.461
H -0.726 -0.771 -2.263
Li 2.097 0.038 1.170
O 0.208 -0.022 1.851
C -0.897 0.567 1.826
O -1.918 -0.122 1.693
V -0.975 -1.478 0.356


This record from the OMol25 dataset describes 2 unconnected molecules or ions with the total composition HN2O2S. The level of theory is wB97M-V/def2-TZVPD.

- charge = +1
- HOMO level (eV) = -18.90
- spin multiplicity = 1
- orbital gap (eV) = 11.20
- relative energy (zero: lowest compared OMol25 entry of this formula, charge and spin) (kcal per mole) = 70.5
- LUMO (eV) = -7.70

CARTESIAN COORDINATES (ANGSTROEM)
N 1.801 -1.361 -1.613
N 0.981 -0.351 -1.311
O -0.568 1.119 0.180
O -1.170 -0.686 1.821
S -1.229 0.657 1.498
H 0.185 0.621 -0.575


This record from the OMol25 dataset describes a gas-phase ion, C2H6N3O (charge +1). The level of theory is wB97M-V/def2-TZVPD.

- charge = +1
- SMILES = NO/C=N/C=[NH2+]
- HOMO level (eV) = -14.05
- spin multiplicity = 1
- orbital gap (eV) = 9.92
- relative energy (zero: lowest compared OMol25 entry of this formula, charge and spin) (kcal per mole) = 89.5
- LUMO (eV) = -4.13

CARTESIAN COORDINATES (ANGSTROEM)
N 2.127 0.922 -0.063
O 2.039 -0.480 -0.122
C 0.870 -1.023 -0.125
N -0.187 -0.352 0.190
C -1.436 -0.165 0.529
N -2.246 0.229 -0.470
H 1.500 1.319 0.763
H 3.051 1.438 -0.104
H 0.991 -2.077 -0.286
H -1.721 -0.198 1.554
H -3.206 0.082 -0.449
H -1.782 0.306 -1.416


This record from the OMol25 dataset describes a molecular structure, C26H26CaClI2O6S. The level of theory is wB97M-V/def2-TZVPD.

- charge = +1
- HOMO level (eV) = -7.76
- spin multiplicity = 1
- orbital gap (eV) = 1.42
- LUMO (eV) = -6.34

CARTESIAN COORDINATES (ANGSTROEM)
C -4.119 0.864 2.200
C -2.601 0.569 2.749
I -2.435 1.639 4.691
C -2.263 -1.044 2.957
I -1.927 -1.527 5.101
C -3.385 -1.999 2.239
C -4.658 -2.561 3.165
C -5.854 -3.547 2.556
C -5.763 -4.005 0.985
C -4.509 -3.433 0.041
C -3.314 -2.433 0.630
C -2.114 -1.889 -0.401
O -1.363 -0.814 -0.126
C -1.971 -2.766 -1.817
C -3.160 -3.756 -2.394
C -3.056 -4.616 -3.816
C -1.713 -4.476 -4.754
C -0.506 -3.513 -4.198
C -0.603 -2.663 -2.760
C 0.722 -1.761 -2.389
C 2.083 -2.578 -1.862
C 3.510 -1.790 -1.501
C 3.658 -0.141 -1.659
C 2.282 0.660 -2.157
C 0.857 -0.132 -2.522
C -4.549 -3.939 -1.541
O -5.682 -4.504 -2.036
H -4.941 0.322 2.850
H -4.323 2.033 2.315
H -4.237 0.644 1.041
H -1.837 1.012 1.977
H -1.196 -1.210 2.448
H -4.799 -2.267 4.311
H -6.750 -3.904 3.258
H -6.578 -4.730 0.516
H -3.952 -5.306 -4.196
H -1.576 -5.021 -5.783
H 0.454 -3.404 -4.862
H 2.065 -3.752 -1.744
H 4.491 -2.366 -1.160
H 4.683 0.403 -1.429
H 2.407 1.834 -2.269
H -0.051 0.518 -2.880
O 0.966 1.388 5.933
H 0.036 1.288 5.679
H 1.451 1.242 5.107
Ca 1.327 -1.890 -5.291
O 4.469 3.004 -0.383
S 3.904 4.328 -0.520
O 4.150 5.152 -1.683
O 4.251 5.195 0.818
C 5.612 5.339 1.199
C 6.343 6.317 0.299
C 2.148 4.225 -0.282
H 6.113 4.365 1.216
H 5.620 5.724 2.224
H 6.418 5.933 -0.725
H 7.359 6.498 0.664
H 5.808 7.270 0.246
H 1.943 3.637 0.614
H 1.721 3.734 -1.159
H 1.743 5.234 -0.188
Cl 7.192 3.368 0.457


This record from the OMol25 dataset describes a molecular structure, C2H5PS3. The level of theory is wB97M-V/def2-TZVPD.

- charge = 0
- HOMO level (eV) = -9.20
- spin multiplicity = 1
- orbital gap (eV) = 7.85
- relative energy (zero: lowest compared OMol25 entry of this formula, charge and spin) (kcal per mole) = 29.4
- LUMO (eV) = -1.34

CARTESIAN COORDINATES (ANGSTROEM)
C 1.454 -0.761 -0.358
C 0.256 1.285 0.547
P -0.196 0.219 -0.857
S -0.377 1.094 -2.609
S 1.981 0.611 0.746
S -2.389 -0.976 -0.036
H 1.002 -1.526 0.232
H 2.146 -1.309 -0.863
H 0.165 2.278 0.143
H -0.326 1.110 1.498
H -1.696 -1.598 1.044


This record from the OMol25 dataset describes a molecular structure, C19H42NO2OsP3. The level of theory is wB97M-V/def2-TZVPD.

- charge = +4
- HOMO level (spin up / spin down) (eV) = -20.57 / -20.99
- spin multiplicity = 5
- orbital gap (spin up / spin down) (eV) = 8.70 / 4.90
- relative energy (zero: lowest compared OMol25 entry of this formula, charge and spin) (kcal per mole) = 18.0
- LUMO (spin up / spin down) (eV) = -11.86 / -16.09

CARTESIAN COORDINATES (ANGSTROEM)
Os 0.257 -0.385 0.764
P -1.521 -1.848 1.012
P 1.513 -0.964 2.546
P 1.480 -1.530 -0.816
H -0.592 5.439 -5.039
C -0.624 4.500 -5.603
C -1.717 3.725 -5.629
H -2.626 3.974 -5.068
C -3.027 -0.990 1.599
C -1.307 -3.265 2.160
C -2.083 -2.582 -0.567
C 2.979 0.108 2.739
C 0.637 -0.717 4.141
C 2.171 -2.671 2.713
C 0.932 -1.341 -2.557
C 1.570 -3.369 -0.657
C 3.263 -1.103 -0.891
H 0.259 4.250 -6.209
H -1.741 2.828 -6.262
H -3.127 -0.042 1.054
H -2.953 -0.787 2.675
H -3.928 -1.597 1.413
H -1.120 -2.910 3.182
H -0.473 -3.912 1.855
H -2.238 -3.854 2.151
H -2.168 -1.773 -1.303
H -3.071 -3.043 -0.424
H -1.379 -3.338 -0.935
H 3.502 -0.147 3.672
H 2.648 1.152 2.789
H 3.674 -0.001 1.896
H 1.199 -1.204 4.951
H -0.374 -1.142 4.107
H 0.561 0.356 4.354
H 3.270 -2.634 2.750
H 1.862 -3.316 1.882
H 1.795 -3.105 3.651
H 1.501 -2.050 -3.174
H 1.106 -0.321 -2.925
H -0.139 -1.557 -2.661
H 1.619 -3.801 -1.666
H 0.691 -3.782 -0.149
H 2.475 -3.661 -0.109
H 3.644 -1.410 -1.874
H 3.854 -1.590 -0.104
H 3.375 -0.017 -0.786
C -0.833 1.421 -1.429
C 0.181 2.389 -1.215
C 0.914 2.780 -2.325
C 0.531 2.341 -3.593
C -0.699 1.683 -3.778
C -1.480 1.368 -2.685
O -1.056 0.424 -0.605
H 1.352 0.546 -0.036
H 0.476 2.624 -0.189
H 1.774 3.439 -2.194
H 1.121 2.623 -4.469
H -1.069 1.491 -4.785
H -2.460 0.894 -2.758
C -1.967 1.875 3.735
C -1.147 2.132 2.514
N -1.465 3.216 1.794
O -0.152 1.416 2.164
H -1.817 2.681 4.467
H -3.033 1.854 3.477
H -1.677 0.923 4.187
H -0.931 3.465 0.969
H -2.193 3.838 2.104


What did we get for F_max? Answer: 4.73 3.07 6.42 17.73 4.40 8.82 4.56 4.03 eV Å⁻¹, in the order shown.
What did we get for electronic energy? Answer: -3547.8104 -736.2650 -1293.6738 -658.3528 -318.9597 -3587.6939 -1615.0674 -2067.5249 Ha, in the order shown.